# 1
A cluster of 2 separate species, C7H9N3O3S in total at a distorted geometry. Source: the OMol25 dataset; level of theory: wB97M-V/def2-TZVPD.

Positions of all 23 atoms, in Å:
C -3.67105 0.36992 -0.12931
C -2.73155 0.76976 -1.05388
C -3.29034 -0.68680 0.76094
C -1.43945 0.23872 -1.06810
C -1.94575 -0.98807 0.93953
C -0.99724 -0.51519 -0.00972
C 2.89145 0.53895 -0.10733
N 3.62582 -0.31850 -0.89502
N 3.28944 1.34733 0.78085
N 1.54753 0.48420 -0.33076
O 0.60670 1.60369 1.08222
O 1.03551 -1.42139 1.44375
O 1.01775 -1.78456 -1.02827
S 0.72524 -0.94522 0.12609
H -4.61903 0.70999 -0.23811
H -3.13876 1.39236 -1.74034
H -3.95265 -1.14255 1.45402
H -0.66903 0.50422 -1.80189
H -1.53526 -1.71160 1.73541
H 4.28096 -0.98209 -0.42367
H 3.15242 -0.68366 -1.66553
H 4.31822 1.31383 0.80653
H 1.49906 1.90666 1.36259

Computed properties:
- M: 215.23 g/mol
- Energy relative to the best compared isomer or geometry (same formula, charge and spin): 413.0 kJ/mol
- Total energy: -28847.80637 eV
- Frontier orbital gap (spin up / spin down): 7.8 / 7.8 eV
- Charge: 0

# 2
A cluster of 3 separate species, C5H12O3 in total at a distorted geometry. Source: the OMol25 dataset; level of theory: wB97M-V/def2-TZVPD.

Positions of all 20 atoms, in Å:
C -1.22038 -1.98444 0.81629
C -1.66951 -0.94814 -0.18387
C -0.89870 0.09060 -0.51660
O 0.29059 0.20457 0.19400
C -1.32337 1.20312 -1.37325
C -0.56571 2.27462 -1.59714
H -1.78819 -2.89260 0.63439
H -0.15682 -2.11546 0.69518
H -1.42002 -1.59394 1.81563
H -2.60476 -1.09316 -0.70218
H 0.57499 1.11266 0.22255
H -2.24898 0.98158 -1.88941
H 0.41967 2.37159 -1.15936
H -0.86162 3.08192 -2.25050
H 0.78807 -1.02309 2.20550
H 2.09918 -1.54919 2.23917
O 1.21796 -1.83343 2.52612
H 2.12662 0.62280 -0.88521
H 3.47045 1.47655 -1.09060
O 2.74971 1.25205 -0.51327

Computed properties:
- M: 120.15 g/mol
- Energy relative to the best compared isomer or geometry (same formula, charge and spin): 195.1 kJ/mol
- Total energy: -11520.74357 eV
- Frontier orbital gap: 9.1 eV
- Charge: 0

# 3
A cluster of 2 separate species, C5H10O in total. Source: the OMol25 dataset; level of theory: wB97M-V/def2-TZVPD.

Positions of all 16 atoms, in Å:
C 0.18143 1.79401 -0.54843
C 0.06338 0.35237 -0.10225
C 1.21789 0.03808 0.80240
O 1.99785 -0.87333 0.66698
C -0.51925 -0.67068 -1.02915
C -1.31436 -0.21699 0.16210
H -0.63756 2.07207 -1.21664
H 0.17014 2.46712 0.31682
H 1.12799 1.94101 -1.08082
H 0.14503 -2.74889 1.32613
H 1.33900 0.77547 1.62974
H 0.79489 -2.45692 1.12192
H -0.11193 -1.67748 -1.00841
H -0.83419 -0.32711 -2.01214
H -2.15554 0.45367 -0.00385
H -1.46478 -0.92240 0.97561

Computed properties:
- M: 86.13 g/mol
- Energy relative to the best compared isomer or geometry (same formula, charge and spin): 213.5 kJ/mol
- Total energy: -7392.55207 eV
- Frontier orbital gap: 10.9 eV
- Charge: 0

# 4
A cluster of 2 separate species, C4H11N2 in total at a distorted geometry. Source: the OMol25 dataset; level of theory: wB97M-V/def2-TZVPD.

Positions of all 17 atoms, in Å:
C -0.77337 -0.14602 1.08480
C -0.79611 -1.62226 0.75148
C -0.16821 -0.60025 -0.32663
C -0.97609 -0.18009 -1.54876
N 1.13681 -0.62744 -0.31067
N 1.56419 1.98991 0.66433
H 0.05749 0.12845 1.71737
H -1.67591 0.45221 1.04313
H 0.07398 -2.12514 1.15090
H -1.77860 -2.04760 0.96272
H -1.98696 -0.58870 -1.65385
H -0.47368 -0.70175 -2.37074
H 1.95583 2.07556 1.58374
H 1.63641 -0.54342 -1.20336
H 1.39459 1.05930 0.29946
H 1.88645 2.58400 -0.07920
H -1.07681 0.89323 -1.76472

Computed properties:
- M: 87.15 g/mol
- Energy relative to the best compared isomer or geometry (same formula, charge and spin): 560.6 kJ/mol
- Total energy: -7295.13806 eV
- Frontier orbital gap: 5.9 eV
- Charge: +1

# 5
The molecule C7H12N2O5 at a distorted geometry. Source: the OMol25 dataset; level of theory: wB97M-V/def2-TZVPD.

Positions of all 26 atoms, in Å:
C -2.59954 0.35650 0.13518
C -1.73214 -0.04583 -0.98403
C 0.37768 1.04968 0.07217
C 1.44485 2.10893 -0.33657
C 1.01611 0.06850 1.10806
C 1.07055 -1.43290 0.71167
C 1.98066 -1.49960 -0.47182
H -4.24810 -0.56065 -0.47594
H -4.23641 -0.15486 1.20341
H -2.77154 1.46089 0.07725
H -1.94581 0.36379 0.97058
H 0.12162 0.23657 -1.88815
H -0.34626 1.69821 0.62794
H 2.06920 0.38578 1.18235
H 0.57483 0.28821 2.15913
H 0.02935 -1.85799 0.41344
H 1.53556 -1.99681 1.50765
H 3.07408 -2.48395 0.72461
H 2.21337 0.65912 -1.29096
N -3.75541 -0.39405 0.36986
N -0.43524 0.51182 -1.02422
O -2.26474 -0.58318 -1.91655
O 1.56406 3.17495 0.12905
O 1.73137 -0.90807 -1.53275
O 3.16500 -2.06143 -0.17134
O 2.36688 1.61640 -1.30007

Computed properties:
- M: 204.18 g/mol
- Energy relative to the best compared isomer or geometry (same formula, charge and spin): 196.4 kJ/mol
- Total energy: -20670.79597 eV
- Frontier orbital gap: 9.2 eV
- Charge: 0

# 6
A structure of composition C25H48HoOP4 at a distorted geometry. Source: the OMol25 dataset; level of theory: wB97M-V/def2-TZVPD.

Positions of all 79 atoms, in Å:
Ho 0.21468 0.12457 -0.05761
P -0.71334 -0.53061 2.46791
P -0.06753 -2.52876 -1.04936
P -2.53594 0.66266 -0.13446
H 1.77861 2.50292 -0.74974
C 0.72940 2.50482 -0.40650
C 0.41956 2.35881 0.94960
H 1.21126 2.25320 1.70191
C 0.38496 -0.96014 3.87095
C -1.71311 -2.07322 2.43073
C -1.80950 0.64202 3.36057
C 0.30745 -2.41087 -2.85079
C 0.96342 -3.99088 -0.60592
C -1.73325 -3.25519 -1.25204
C -3.08418 2.36016 0.30164
C -3.98485 -0.37497 0.26510
C -2.86505 0.81329 -1.91839
H 0.00580 2.90956 -1.13427
H -0.53375 2.68862 1.37489
H 0.95607 -0.08032 4.19211
H 1.08638 -1.75135 3.57921
H -0.23772 -1.31690 4.70204
H -1.10946 -2.89237 2.01445
H -2.62510 -1.95618 1.83220
H -1.98102 -2.31246 3.46886
H -1.24669 1.56075 3.57246
H -2.09749 0.17138 4.31083
H -2.70954 0.90026 2.78833
H 0.34113 -3.44242 -3.21913
H 1.30043 -1.96300 -2.94986
H -0.41645 -1.84173 -3.45832
H 0.75809 -4.80585 -1.31548
H 0.74484 -4.36873 0.40548
H 2.03454 -3.74469 -0.66472
H -1.63530 -4.21946 -1.76895
H -2.31904 -2.57272 -1.88269
H -2.23428 -3.41529 -0.28796
H -3.91224 2.63076 -0.36841
H -2.26105 3.06976 0.15026
H -3.41565 2.40435 1.34501
H -4.85785 0.06233 -0.23917
H -4.16445 -0.41052 1.34484
H -3.82872 -1.39172 -0.11911
H -3.85987 1.24366 -2.09333
H -2.77371 -0.15622 -2.42191
H -2.11358 1.48760 -2.32622
C -1.09577 1.32803 -4.69774
C -0.75498 0.67067 -5.89713
C -1.02016 1.32881 -7.10981
C -1.60564 2.59957 -7.11660
C -2.10146 3.13698 -5.92555
C -1.94667 2.43173 -4.72392
O -0.56758 0.96769 -3.45298
H 0.35510 0.63961 -3.48373
H -0.34087 -0.34680 -5.88337
H -0.77031 0.84799 -8.05770
H -1.69093 3.17276 -8.04305
H -2.61373 4.10141 -5.90376
H -2.44086 2.74679 -3.80764
C 3.75213 0.76990 0.29116
P 2.71760 -0.29550 1.35308
C 3.44330 -1.95484 1.17591
C 3.31889 0.19036 3.04094
C 3.18313 1.53932 3.41882
C 3.38621 1.92441 4.74223
C 3.76439 0.99028 5.70348
C 3.94786 -0.34400 5.33333
C 3.74914 -0.74484 4.00815
H 3.66502 0.45483 -0.75486
H 4.79331 0.68083 0.61547
H 3.44503 1.81800 0.35989
H 4.44077 -1.97117 1.63304
H 2.80796 -2.70780 1.66714
H 3.51965 -2.21349 0.11215
H 2.92331 2.29615 2.68187
H 3.24770 2.96291 5.02764
H 3.92792 1.28319 6.73975
H 4.24634 -1.09560 6.06627
H 3.91734 -1.79309 3.73248

Computed properties:
- M: 653.48 g/mol
- Total energy: -91678.80072 eV
- Spin multiplicity: 5
- Frontier orbital gap (spin up / spin down): 4.1 / 4.3 eV
- <S²>: 6.005
- Charge: +3

# 7
A cluster of 11 separate species, C15H52N6O11 in total at a distorted geometry. Source: the OMol25 dataset; level of theory: wB97M-V/def2-TZVPD.

Positions of all 84 atoms, in Å:
C -0.71085 -3.79832 -2.12115
O -0.11013 -4.19280 -1.10037
N -1.80878 -4.45876 -2.72910
N -0.36466 -2.66206 -2.71816
H -1.75702 -5.46394 -2.59381
H -2.06999 -4.01130 -3.62271
H 0.10296 -1.91411 -2.12893
H -0.92503 -2.34042 -3.51054
C 1.29684 0.43049 -0.63035
O 0.57462 -0.18552 -1.44448
N 1.30107 1.73760 -0.54664
N 2.22870 -0.22013 0.22153
H 0.61137 2.13631 -1.19259
H 1.22076 2.14955 0.40881
H 2.12046 -1.22652 0.35826
H 2.85864 0.26086 0.86007
C -1.26348 -1.34981 1.50040
O -0.84873 -0.20397 1.73154
N -2.53714 -1.60582 0.99954
N -0.45517 -2.45663 1.71374
H -3.04008 -0.85093 0.58607
H -2.87492 -2.57203 0.82481
H -0.40018 -3.19585 0.99772
H 0.35610 -2.29844 2.23418
C 3.29994 -5.43694 -0.50513
O 2.21973 -5.15064 0.43445
H 3.03701 -4.84164 -1.41492
H 4.19578 -5.17818 -0.01665
H 3.40024 -6.46092 -0.75249
H 1.35992 -5.24680 -0.04784
C 2.66015 4.68715 -0.83072
O 1.28914 5.04556 -0.66324
H 3.10375 5.46650 -1.50735
H 3.11481 4.73007 0.13178
H 2.69906 3.67819 -1.21101
H 1.09820 5.22753 0.28241
C 3.93177 -2.75735 2.11656
O 2.54552 -2.57697 1.75400
H 4.24582 -3.70717 1.72186
H 4.51801 -1.87191 1.75422
H 4.07722 -2.64153 3.20590
H 2.27155 -3.33165 1.19341
C 4.11281 1.42801 3.71790
O 3.70823 1.42336 2.30815
H 5.16875 1.06295 3.86398
H 4.06252 2.48229 4.07875
H 3.46209 0.89397 4.39198
H 2.74276 1.35412 2.38417
C -5.65402 8.08103 -2.48962
C -4.21313 7.61044 -2.39869
O -4.15769 6.61919 -1.40825
H -5.98825 8.60803 -1.61160
H -6.18869 7.13448 -2.73087
H -5.95886 8.71318 -3.32946
H -3.65187 8.47621 -2.10567
H -3.80344 7.26226 -3.40169
H -3.28133 6.38137 -1.14342
C -0.83864 3.29669 1.98386
C 0.42326 2.98565 2.85690
O 0.97650 1.73120 2.45917
H -1.66665 2.72174 2.39554
H -0.76933 2.90802 0.96611
H -1.08887 4.36965 1.99032
H 0.10827 2.95275 3.96919
H 1.21146 3.74123 2.71020
H 0.28199 1.05502 2.43298
C -2.09213 3.26056 -2.67736
C -3.33916 2.41880 -2.26836
O -3.12139 2.00046 -0.88953
H -1.86634 3.91625 -1.82648
H -2.43091 3.78715 -3.58456
H -1.21226 2.57557 -2.85560
H -3.55951 1.59995 -2.88909
H -4.22522 3.12211 -2.29777
H -2.23217 1.57647 -0.85247
C 0.11848 -7.82294 1.33489
C -0.35529 -7.92837 -0.09780
O -1.04630 -6.84558 -0.62048
H 0.81223 -8.60921 1.67550
H -0.69436 -7.73105 2.13255
H 0.74817 -6.94988 1.49713
H -0.97330 -8.80623 -0.30347
H 0.47802 -8.18964 -0.67241
H -0.57938 -6.00801 -0.43770

Computed properties:
- M: 492.61 g/mol
- Energy relative to the best compared isomer or geometry (same formula, charge and spin): 324.9 kJ/mol
- Total energy: -47861.51854 eV
- Frontier orbital gap: 9.8 eV
- Charge: 0

# 8
A cluster of 2 separate species, C3H8S2 in total at a distorted geometry. Source: the OMol25 dataset; level of theory: wB97M-V/def2-TZVPD.

Positions of all 13 atoms, in Å:
C -1.94092 0.16204 2.60635
C -1.56813 0.04736 1.34042
H -2.53528 0.99331 2.96383
H -1.66469 -0.56548 3.36535
H -1.84085 0.90372 0.73336
H -0.98831 -0.80283 1.01487
C 1.55735 -0.82019 -2.29463
S 0.66389 0.70940 -2.17535
S 0.93998 1.30308 -0.20726
H 0.94293 -1.51602 -2.88538
H 1.70398 -1.47446 -1.43539
H 2.53452 -0.76174 -2.77680
H 2.19554 1.82181 -0.24937

Computed properties:
- M: 108.23 g/mol
- Energy relative to the best compared isomer or geometry (same formula, charge and spin): 142.8 kJ/mol
- Total energy: -24909.91680 eV
- Frontier orbital gap: 9.7 eV
- Charge: 0